[1]
Density functional theory data (the ωB97M-V functional and the def2-TZVPD basis) for an isolated molecule of C6H12O.

The geometry in XYZ format:
```
19
Properties=species:S:1:pos:R:3:forces:R:3:mulliken_charge:R:1
C 2.634337 0.468955 -0.927994 0.07 0.00 0.01 -1.2118
C 1.196717 0.130788 -0.671107 -0.10 0.02 0.17 0.1122
C 0.568516 0.308396 0.486808 0.13 -0.05 -0.18 -0.5391
C -0.847871 -0.139667 0.766719 0.12 0.04 0.15 0.4030
C -0.822871 -1.330474 1.716699 -0.02 -0.05 0.06 -1.4006
O -1.529716 -0.550846 -0.401501 -0.02 -0.04 0.06 -0.4155
C -2.002941 0.518951 -1.184595 -0.12 0.17 -0.18 -0.8058
H 3.160975 -0.404425 -1.330710 -0.03 0.13 0.08 0.3086
H 3.140362 0.785110 -0.009363 -0.08 -0.03 -0.17 0.3110
H 2.733715 1.267705 -1.672772 -0.03 -0.10 0.10 0.2782
H 0.639994 -0.312129 -1.496820 0.07 0.04 0.11 0.3844
H 1.102795 0.737996 1.337172 -0.08 -0.04 -0.13 0.2681
H -1.402376 0.692137 1.239468 0.07 -0.13 -0.09 0.3352
H -1.836193 -1.650523 1.970274 0.07 0.06 -0.04 0.3370
H -0.292872 -1.075498 2.640106 -0.06 -0.03 -0.13 0.3842
H -0.299653 -2.161143 1.233558 -0.07 0.09 0.07 0.3443
H -2.778321 1.094058 -0.655605 0.13 -0.08 -0.01 0.3169
H -2.449448 0.083344 -2.081321 0.07 0.07 0.09 0.2535
H -1.195152 1.203645 -1.478987 -0.15 -0.10 0.04 0.3361
```
Forces are in eV/Å.

- HOMO-LUMO gap: 10.4 eV
- SMILES: C/C=C/[C@H](C)OC
- Energy relative to the best compared isomer or geometry (same formula, charge and spin): 1.218 eV


[2]
Density functional theory data (the ωB97M-V functional and the def2-TZVPD basis) for a structure of composition C23H48EuNO2P3 in a non-equilibrium geometry.

The geometry in XYZ format:
```
78
Properties=species:S:1:pos:R:3:forces:R:3:mulliken_spin:R:1
Eu -0.821276 -0.380759 -0.152824 -1.13 -1.13 1.88 6.1043
P 0.324278 1.069865 1.964728 0.51 0.62 0.76 -0.0169
P -2.424703 1.800520 -0.366133 -0.60 0.82 -0.13 -0.0258
P 1.534219 -1.637045 -0.252794 1.23 -0.30 0.00 -0.0302
H -0.293245 1.597783 -2.382295 -0.01 -0.76 -0.67 -0.0011
C 0.013661 0.540760 -2.536218 0.36 0.38 0.28 -0.0018
C -0.850672 -0.469883 -2.706280 -0.25 -0.27 0.27 0.0089
H -1.950285 -0.339831 -2.699013 0.62 0.23 -0.54 -0.0019
C 1.499965 2.418710 1.583003 -0.12 -0.10 -0.25 -0.0020
C -0.921316 1.840064 3.063004 -0.14 -0.18 -0.09 -0.0023
C 1.230391 0.005027 3.143499 -0.20 -0.21 -0.08 -0.0030
C -3.299290 1.746365 -1.966987 0.10 -0.05 -0.08 -0.0035
C -3.774331 1.868896 0.839474 0.12 -0.06 0.35 0.0012
C -1.590809 3.415520 -0.356854 -0.03 0.08 -0.13 -0.0036
C 1.654571 -2.543611 -1.820290 -0.14 -0.03 -0.03 -0.0022
C 1.681489 -2.912766 1.017172 -0.14 -0.05 0.16 0.0003
C 3.025758 -0.600152 -0.187231 0.07 0.03 -0.10 -0.0046
H 1.097120 0.398314 -2.332069 -0.72 -0.14 -0.60 -0.0022
H -0.566226 -1.538750 -2.606139 0.17 0.67 -0.66 -0.0038
H 1.851771 2.872946 2.518165 -0.03 -0.05 -0.27 -0.0004
H 1.007583 3.170607 0.953629 0.16 -0.06 0.27 0.0003
H 2.350229 2.027585 1.010200 -0.08 0.13 0.25 0.0006
H -0.412415 2.261755 3.934978 -0.13 -0.01 -0.08 -0.0002
H -1.633065 1.073901 3.391923 0.18 0.09 0.10 0.0008
H -1.500075 2.618073 2.558986 0.24 0.00 0.10 0.0000
H 1.516880 0.605282 4.011531 0.02 -0.12 -0.07 -0.0005
H 2.118564 -0.450912 2.700718 -0.03 0.24 0.07 0.0001
H 0.573632 -0.812230 3.463059 0.06 0.18 0.10 0.0007
H -3.984803 2.597861 -2.006603 0.04 -0.13 -0.25 -0.0010
H -3.865949 0.812763 -2.078126 -0.07 0.27 0.13 0.0004
H -2.582353 1.776480 -2.794505 -0.22 0.31 0.06 0.0004
H -4.195378 2.871487 0.818662 -0.26 0.02 0.10 -0.0005
H -3.401018 1.648193 1.841748 -0.08 0.19 -0.05 -0.0003
H -4.542627 1.124130 0.622162 0.02 0.21 -0.17 0.0007
H -2.333368 4.157521 -0.675723 0.36 0.11 0.12 -0.0007
H -0.748800 3.393463 -1.065436 -0.32 0.16 0.10 0.0000
H -1.176686 3.667737 0.628030 -0.32 -0.02 -0.26 0.0002
H 2.590157 -3.106440 -1.808756 -0.10 -0.07 -0.29 -0.0001
H 1.614408 -1.853608 -2.668106 0.34 -0.14 0.05 -0.0001
H 0.799708 -3.223896 -1.924384 0.30 -0.10 0.09 0.0003
H 2.647970 -3.393876 0.892326 0.07 -0.23 0.16 -0.0009
H 0.873285 -3.641143 0.911571 0.16 -0.03 -0.14 0.0003
H 1.591178 -2.497532 2.021444 0.17 0.00 -0.10 0.0001
H 3.882457 -1.248357 -0.409400 0.04 0.34 0.10 -0.0019
H 3.150762 -0.108708 0.787159 0.05 -0.33 -0.24 -0.0006
H 2.955318 0.201561 -0.938422 0.19 -0.30 0.10 0.0012
C 6.443884 2.707314 0.146727 0.19 0.23 -0.84 -0.0001
C 7.165416 3.839472 -0.298981 -0.61 -0.89 0.14 0.0000
C 7.404984 3.974816 -1.664178 -0.10 -0.25 -0.09 0.0000
C 6.948130 3.003741 -2.565898 -0.14 -0.16 0.00 0.0000
C 6.242696 1.879552 -2.109790 0.22 0.46 0.16 0.0000
C 5.994524 1.726411 -0.748559 0.18 0.61 0.06 0.0002
O 6.119359 2.501771 1.452182 0.32 0.84 0.81 0.0000
H 6.497144 3.236100 1.982122 -0.29 -0.70 -0.32 0.0000
H 7.506147 4.577134 0.429537 -0.03 -0.13 -0.26 0.0000
H 7.952714 4.844685 -2.033075 -0.17 -0.31 0.12 0.0000
H 7.143085 3.119263 -3.631842 -0.02 -0.01 0.30 0.0000
H 5.885491 1.117401 -2.800574 0.19 0.20 0.01 0.0000
H 5.463003 0.868907 -0.341050 0.15 0.08 -0.09 -0.0001
O -1.752693 -1.904713 1.235726 -0.52 0.76 -1.33 -0.0116
C -2.946002 -2.313052 0.934650 0.03 -1.04 1.14 -0.0015
C -3.805377 -1.652457 -0.147225 0.19 -0.01 0.06 0.0022
C -4.261545 -2.602347 -1.276110 0.18 0.03 0.05 -0.0001
C -5.338321 -3.584800 -0.823506 -0.14 -0.34 -0.21 0.0001
C -4.936686 -4.588611 0.256049 -0.31 -0.19 0.32 0.0000
C -4.689015 -3.983254 1.632459 0.18 0.41 -0.31 -0.0001
N -3.366994 -3.342941 1.653590 0.66 1.64 -0.27 -0.0003
H -4.676273 -1.176913 0.343116 0.28 -0.28 -0.13 -0.0004
H -3.261657 -0.801385 -0.627260 -0.12 -0.37 0.43 0.0028
H -4.650450 -2.002172 -2.114474 0.06 -0.09 0.36 -0.0001
H -3.378573 -3.128029 -1.674001 -0.19 -0.03 0.12 0.0007
H -6.213426 -3.019209 -0.483008 0.01 -0.06 -0.11 0.0000
H -5.643178 -4.165391 -1.701676 -0.08 0.21 0.13 -0.0001
H -5.749817 -5.306570 0.409735 0.10 0.06 -0.33 -0.0001
H -4.050060 -5.149195 -0.059225 -0.13 -0.07 0.09 0.0000
H -5.450488 -3.211936 1.874386 0.30 -0.58 0.07 0.0000
H -4.629077 -4.736585 2.417746 -0.35 0.06 -0.11 0.0000
H -2.683610 -3.550675 2.389824 -0.51 -0.31 -0.28 0.0001
```
Forces are in eV/Å.

- HOMO-LUMO gap (alpha / beta): 2.8 / 3.9 eV
- Net charge: +3
- Spin multiplicity: 7


[3]
Density functional theory data (the ωB97M-V functional and the def2-TZVPD basis) for a structure of composition C29H48AgF3O8SV in a non-equilibrium geometry.

The geometry in XYZ format:
```
91
Properties=species:S:1:pos:R:3:forces:R:3:mulliken_spin:R:1
V 8.643800 -21.915118 15.673145 -1.05 -2.19 0.92 3.0272
Ag 9.511701 -19.036274 19.568951 0.82 -0.80 0.41 -0.0005
C 9.004256 -23.917879 20.061442 -0.35 0.50 -1.07 -0.0020
F 7.868293 -23.435179 20.539218 -0.27 0.18 0.11 -0.0018
F 9.856241 -24.098203 21.027161 0.41 -0.01 0.09 -0.0003
F 8.753411 -25.045329 19.418529 0.08 -0.46 0.06 -0.0002
S 9.661740 -22.721985 18.762135 2.31 -0.55 0.41 0.0192
O 8.767153 -22.893837 17.600064 -0.80 0.91 -0.99 -0.0480
O 9.623973 -21.417913 19.392777 -0.92 0.63 -0.14 0.0062
O 11.001822 -23.146906 18.418731 -0.84 -0.09 0.58 -0.0025
C 11.732152 -27.636346 18.573411 -0.14 -0.37 -0.05 0.0000
C 12.334154 -28.193341 17.446054 0.00 0.52 0.38 -0.0001
C 11.566206 -28.870007 16.512492 0.77 -0.43 0.27 -0.0003
C 10.219466 -29.075679 16.730911 -0.34 0.33 -0.61 0.0001
C 9.626627 -28.597656 17.891421 -0.09 -0.27 0.02 -0.0002
C 10.383771 -27.894510 18.809217 0.24 -0.08 0.36 0.0004
H 12.304873 -27.096270 19.315702 0.12 -0.06 -0.03 0.0000
H 13.407184 -28.131599 17.316265 -0.01 0.13 -0.05 0.0000
H 12.106509 -29.362051 15.712501 -0.34 0.14 -0.28 0.0000
H 9.651803 -29.559828 15.944894 -0.14 -0.26 0.29 0.0000
H 8.607649 -28.856864 18.153040 -0.06 0.06 -0.21 0.0000
H 9.949534 -27.678611 19.778584 -0.01 0.36 -0.10 0.0000
C 4.990063 -23.828839 22.298875 -0.45 -0.44 0.23 -0.0001
C 5.626409 -24.921968 22.897215 0.74 1.07 0.28 0.0000
C 5.001968 -25.666597 23.883539 -0.49 0.16 0.12 0.0000
C 3.692493 -25.351137 24.197038 -0.98 0.41 0.70 0.0000
C 3.012116 -24.305109 23.587328 0.63 -0.02 -0.31 0.0000
C 3.677082 -23.529658 22.650001 -0.36 -0.06 -0.34 0.0000
H 5.516720 -23.215611 21.579779 0.06 0.04 0.02 0.0000
H 6.705355 -24.962798 22.780773 -0.05 -0.57 -0.30 -0.0001
H 5.491068 -26.421879 24.482190 0.27 -0.04 -0.26 0.0000
H 3.154095 -25.774589 25.038806 0.34 -0.60 -0.14 0.0000
H 1.993306 -24.067641 23.858187 0.01 -0.03 0.10 0.0000
H 3.115602 -22.713654 22.209079 0.31 0.12 -0.14 0.0000
C 10.129451 -22.429665 24.039569 0.34 -0.10 -0.39 0.0000
C 11.280539 -21.709825 24.334429 0.16 0.45 -0.02 0.0001
C 11.392455 -20.372124 23.967718 0.09 -0.44 -0.61 0.0000
C 10.397250 -19.807200 23.182314 0.18 0.06 0.05 -0.0001
C 9.289220 -20.556980 22.805866 0.45 0.32 -0.28 0.0000
C 9.142633 -21.871008 23.228729 -0.14 0.18 0.55 0.0000
H 10.098536 -23.456952 24.377657 -0.34 -0.03 -0.06 0.0000
H 12.133810 -22.180743 24.804438 -0.20 -0.09 0.29 0.0000
H 12.310186 -19.829649 24.151621 -0.08 0.08 0.23 0.0000
H 10.517905 -18.781677 22.848749 -0.12 0.03 0.03 0.0000
H 8.594863 -20.079552 22.122227 -0.49 -0.15 0.15 0.0000
H 8.227484 -22.403876 23.005082 0.10 -0.16 -0.09 -0.0001
C 13.677820 -18.949162 21.004018 0.37 0.19 -0.91 0.0000
C 13.308654 -20.312383 20.501791 -0.04 -1.17 0.92 0.0001
O 12.329203 -20.290032 19.466294 -0.61 0.92 -0.06 -0.0007
H 14.307111 -18.456430 20.258774 -0.17 0.29 0.12 0.0000
H 14.272944 -19.048611 21.909355 -0.11 0.05 0.10 0.0000
H 12.784945 -18.351588 21.193864 0.05 0.05 0.13 0.0000
H 12.933146 -20.866961 21.372767 -0.26 -0.13 -0.20 0.0000
H 14.175034 -20.881911 20.155932 0.15 0.25 -0.10 0.0000
H 12.109435 -21.190706 19.209288 0.21 -0.13 -0.04 -0.0009
C 10.081418 -25.488213 15.821310 -0.32 -0.26 0.30 -0.0019
C 10.407080 -24.213578 15.087139 0.35 -1.54 -0.05 -0.0019
O 9.172635 -23.620901 14.565227 0.07 1.34 0.53 0.0043
H 10.966995 -25.997280 16.207525 0.15 0.22 -0.09 -0.0001
H 9.605857 -26.197864 15.140372 -0.08 0.03 0.05 0.0008
H 9.424300 -25.311103 16.673188 -0.06 0.00 -0.07 0.0023
H 11.032990 -24.495037 14.239400 0.15 0.61 -0.02 0.0016
H 10.916730 -23.504128 15.745419 -0.14 0.30 -0.29 0.0005
H 8.863033 -24.062560 13.765787 -0.05 0.00 0.09 -0.0012
C 5.718419 -21.654645 18.074325 -0.71 -0.23 -0.25 0.0183
C 5.562007 -21.633250 16.544090 0.17 0.84 1.21 -0.0054
O 6.588771 -22.415998 15.895950 0.08 0.36 -0.39 -0.0042
H 5.547480 -22.652860 18.481046 -0.02 -0.04 -0.05 -0.0015
H 4.946291 -21.001169 18.486987 0.01 -0.06 0.05 0.0008
H 6.675166 -21.320342 18.472111 0.20 0.13 -0.36 -0.0054
H 5.604671 -20.591263 16.218811 0.36 -0.13 -0.35 -0.0070
H 4.573957 -21.973501 16.236873 0.13 -0.34 0.00 0.0016
H 6.300215 -23.368888 15.988534 0.70 -0.30 -0.39 0.0015
C 14.797524 -22.423140 15.228449 0.56 -0.13 0.91 0.0000
C 14.327024 -23.075911 16.526769 0.24 0.56 -0.79 0.0002
O 13.081817 -22.462220 16.899230 0.09 -0.70 0.10 -0.0004
H 13.977634 -22.329593 14.521781 0.16 -0.16 -0.25 0.0001
H 15.662182 -22.981724 14.863553 -0.29 -0.08 -0.42 0.0000
H 15.203633 -21.439088 15.468192 -0.30 0.16 -0.13 0.0000
H 15.111188 -22.903512 17.271155 -0.29 -0.10 0.24 -0.0002
H 14.195832 -24.155523 16.407419 -0.04 0.04 -0.02 0.0000
H 12.579817 -23.162840 17.333907 0.00 0.46 0.20 0.0013
C 4.761353 -25.818346 17.631766 0.15 -0.58 0.86 -0.0002
C 6.210834 -25.709100 17.237056 -0.95 0.44 -0.33 0.0004
O 6.279827 -25.077050 15.927686 0.80 0.66 0.19 0.0007
H 4.288912 -26.582935 17.015713 -0.39 0.26 0.00 0.0000
H 4.242356 -24.861032 17.628827 -0.04 0.00 -0.43 0.0000
H 4.705662 -26.148029 18.675462 -0.02 -0.19 -0.12 0.0000
H 6.684963 -26.689155 17.241875 0.24 0.11 -0.14 0.0000
H 6.712992 -25.032453 17.926732 0.35 -0.04 -0.24 -0.0005
H 5.893220 -25.588397 15.210478 -0.20 -0.32 0.32 0.0000
```
Forces are in eV/Å.

- HOMO-LUMO gap (alpha / beta): 5.2 / 5.2 eV
- Net charge: +2
- Spin multiplicity: 4